11
Properties=species:S:1:pos:R:3:forces:R:3 method="wB97M-V/def2-TZVPD" homo_lumo_gap_ev=8.64 total_charge=0 e_tot_ev=-4709.700 e_above_lowest_kj_mol=430.0
H 1.72778 0.19770 1.40954 -0.1 0.0 -0.1
H 0.29865 -1.76916 -0.69361 0.1 0.1 0.0
H -1.81480 -0.41086 1.19013 -0.1 -0.1 0.1
H -1.14187 0.98061 -1.54483 0.1 0.0 0.1
N 0.21460 0.33098 -0.15467 -0.1 0.0 0.1
C -0.68647 1.15841 -0.58031 0.1 0.0 0.0
H -1.18827 -0.66792 1.51893 -0.2 0.0 0.0
C 0.91632 -0.87472 -0.57210 0.0 -0.2 -0.3
H -0.95834 2.00425 0.03889 0.1 -0.1 -0.1
H 1.64818 -0.71459 -1.37049 -0.1 0.0 0.1
C 0.98421 -0.23470 0.75851 0.1 0.2 0.0